A cluster of 12 separate species, C6H35NO12 in total in a non-equilibrium geometry. Source: the OMol25 dataset; level of theory: ωB97M-V/def2-TZVPD.

Computed properties:
Kohn-Sham gap = 8.2 eV
Electronic energy = -1207.20735 a.u.
SMILES string = N/C=C/CCCCO.O.O.O.O.O.O.O.O.O.O.O
LUMO level = 0.15 eV
Spin multiplicity = 1

Geometry as XYZ:
```
54
C6H35NO12, DFT ωB97M-V/def2-TZVPD
N -0.3251 -3.8376 -1.6189
C -1.0926 -3.2558 -0.5748
C -0.9382 -1.9437 -0.3405
C -1.5670 -1.2853 0.8428
C -2.4910 0.0140 0.6189
C -1.7691 0.9687 -0.2950
C -0.6737 1.8342 0.4217
O -1.2291 3.1278 0.7805
H 0.3551 -3.1975 -1.9993
H 0.0349 -4.7740 -1.5282
H -1.4898 -4.0252 0.0553
H -0.1766 -1.4757 -0.9530
H -2.2780 -2.0374 1.2640
H -0.7406 -0.8452 1.4122
H -3.4307 -0.2909 0.1258
H -2.5967 0.2897 1.6697
H -2.3748 1.5905 -0.9426
H -1.1689 0.3911 -0.9849
H 0.0740 2.1944 -0.2889
H -0.2060 1.2971 1.2525
H -1.6701 3.0741 1.6398
O 2.0673 -1.0757 2.9116
H 2.9404 -1.1213 3.3207
H 2.0797 -0.3161 2.2973
O -2.6409 -1.8119 -3.5693
H -3.3434 -1.4116 -3.0518
H -1.9543 -2.1175 -2.9597
O -0.7290 -0.2024 3.9745
H -1.0572 -0.5796 4.7938
H 0.2304 -0.2888 3.9138
O 2.7447 -2.8091 0.4168
H 1.8968 -2.9431 -0.0304
H 2.5327 -2.5405 1.3249
O -0.6517 0.0645 -3.2671
H -0.9367 0.7833 -3.8522
H -1.3889 -0.5541 -3.4865
O 1.3683 -1.2168 -2.1534
H 2.1824 -1.4993 -2.5838
H 1.5333 -0.9879 -1.2135
O -2.2062 1.9337 3.4521
H -1.4515 1.3216 3.4125
H -3.0950 1.5584 3.5260
O 1.6465 1.5433 -2.5548
H 0.7436 1.8879 -2.5440
H 1.5182 0.5714 -2.5310
O 2.9750 2.3966 -0.3454
H 2.3848 3.1087 -0.0441
H 2.5934 2.2181 -1.2453
O 2.3583 -0.1835 0.2506
H 2.5368 0.7496 -0.0681
H 3.2227 -0.5890 0.1119
O 1.1192 4.6402 0.8495
H 0.2077 4.3127 0.7011
H 1.3460 4.1749 1.6781
```